C3H2AuFO as an isolated structure. Source: the OMol25 dataset; level of theory: ωB97M-V with the def2-TZVPD basis set.

Results
Energy above the lowest of the compared OMol25 structures with the same formula, charge and spin in kJ/mol: 0.0
Molecular weight in g mol⁻¹: 270.01
Charge: 0
LUMO (alpha / beta) in eV: 0.011 / -3.289
⟨S²⟩: 2.02
2S+1: 3

CARTESIAN COORDINATES (ANGSTROEM)
Au 2.950 0.510 0.193
F -2.026 0.355 0.602
O 0.237 1.210 0.075
C 1.023 0.068 0.368
C 0.041 -0.848 0.033
C -0.933 0.213 -0.221
H -1.269 0.412 -1.248
H -0.023 -1.920 0.198